7
Properties=species:S:1:pos:R:3 method="wB97M-V/def2-TZVPD" energy_ev=-21678.1593 largest_force_ev_per_a=1.18 lumo_ev=0.73 homo_lumo_gap_ha=0.34791 spin_multiplicity=1 smiles=NSP
N 0.850 0.188 -1.185
S 0.266 -0.940 -0.019
P -0.638 0.466 1.299
H 1.776 0.583 -1.150
H 0.599 -0.259 -2.047
H -2.028 0.514 0.826
H -0.825 -0.552 2.277